i | A 2-piece molecular cluster, C2H2F3P overall, computed with the ωB97M-V functional and the def2-TZVPD basis.

Geometry as XYZ:
```
8
Properties=species:S:1:pos:R:3:mulliken_charge:R:1
C -0.12826 -1.91651 -0.03206 -0.089
C -0.05975 2.23781 -0.25258 0.119
F 0.97201 -2.56498 -0.22439 -0.176
F 0.60858 2.58042 0.84285 -0.115
F -1.22033 2.80064 -0.15210 -0.104
P -0.25018 -0.24750 -0.13375 0.086
H -1.03597 -2.53971 0.04175 0.283
H 1.11389 -0.35018 -0.08974 -0.002
```

Computed properties:
- LUMO energy (Eh) = -0.00864
- total charge = 0
- molecular weight (g mol⁻¹) = 114.0
- orbital gap (eV) = 9.33


ii | C2H2F3P in the gas phase, computed with the ωB97M-V functional and the def2-TZVPD basis.

Geometry as XYZ:
```
8
Properties=species:S:1:pos:R:3:mulliken_charge:R:1
C 0.98516 0.30102 0.48955 -0.389
C -0.42719 0.28678 0.25066 0.607
F 1.79251 0.41089 -0.59037 -0.208
F -0.85981 1.45688 -0.28569 -0.222
F -0.90321 0.11525 1.57692 -0.268
P -1.14456 -1.36456 -0.64945 0.004
H 1.32687 -0.18501 1.33510 0.399
H -0.76978 -1.02124 -2.12672 0.078
```

Computed properties:
- LUMO energy (alpha / beta) (Eh) = -0.06584 / -0.02916
- total charge = 0
- molecular weight (g mol⁻¹) = 114.0
- orbital gap (alpha / beta) (eV) = 7.37 / 8.72


Sorted by energy, starting with the most stable: ii, i.


i | A 2-piece molecular cluster, CH3Cl2OPS overall, computed with the ωB97M-V functional and the def2-TZVPD basis.

Geometry as XYZ:
```
9
Properties=species:S:1:pos:R:3:mulliken_charge:R:1
C -1.60344 0.09060 -0.32704 -0.575
O 1.22540 1.36556 0.21586 -0.446
P 0.65136 -1.41359 0.03671 0.050
S 1.87802 0.33978 -0.58475 0.451
Cl -2.97826 -0.76251 0.42133 -0.130
Cl 3.66322 -0.21128 0.50166 -0.210
H -1.76668 0.05879 -1.42323 0.341
H -1.46426 1.09066 0.04225 0.360
H 0.39464 -0.55801 1.11721 0.159
```

Computed properties:
- LUMO energy (alpha / beta) (Eh) = -0.06493 / -0.05408
- total charge = 0
- molecular weight (g mol⁻¹) = 165.0
- orbital gap (alpha / beta) (eV) = 7.67 / 7.82


ii | CH3Cl2OPS as an isolated structure, computed with the ωB97M-V functional and the def2-TZVPD basis.

Geometry as XYZ:
```
9
Properties=species:S:1:pos:R:3:mulliken_charge:R:1
C 1.20215 0.26979 -0.51161 -0.409
O -0.94552 -1.13219 0.32879 -0.457
P -2.92126 1.25713 0.76317 0.069
S -0.71430 0.10192 -0.49797 0.360
Cl 1.74509 1.96414 -0.19729 -0.160
Cl -3.90454 0.31101 -0.61603 -0.121
H 1.64549 0.06959 -1.56494 0.278
H 1.43928 -0.52918 0.15376 0.323
H -2.67516 0.15199 1.66194 0.117
```

Computed properties:
- LUMO energy (alpha / beta) (Eh) = -0.04450 / -0.05167
- total charge = 0
- molecular weight (g mol⁻¹) = 165.0
- orbital gap (alpha / beta) (eV) = 7.86 / 6.77


iii | CH3Cl2OPS in the gas phase, computed with the ωB97M-V functional and the def2-TZVPD basis.

Geometry as XYZ:
```
9
Properties=species:S:1:pos:R:3:mulliken_charge:R:1
C -0.87741 -0.37500 -0.75973 -0.473
O 0.31982 0.00844 1.63271 -0.472
P 0.62086 0.35535 0.15239 0.664
S 1.12929 2.17783 -0.11786 -0.308
Cl -2.33583 0.60184 -0.64089 -0.127
Cl 2.07434 -1.23827 -0.65176 -0.303
H -0.86968 -1.41744 -0.21851 0.323
H -0.79613 -0.39030 -1.86721 0.320
H 0.73473 0.27756 2.47086 0.374
```

Computed properties:
- LUMO energy (Eh) = -0.00841
- total charge = 0
- molecular weight (g mol⁻¹) = 165.0
- orbital gap (eV) = 9.52
- SMILES string = O[P@@](=S)(Cl)CCl


iv | CH3Cl2OPS as an isolated structure, computed with the ωB97M-V functional and the def2-TZVPD basis.

Geometry as XYZ:
```
9
Properties=species:S:1:pos:R:3:mulliken_charge:R:1
C -0.44796 -1.05060 -0.02317 -0.617
O 2.24580 -1.06601 -0.30214 -0.443
P 0.20275 1.95094 0.53251 0.199
S 1.17179 -0.57605 0.52235 0.364
Cl -0.48934 -2.86800 -0.39964 -0.173
Cl 0.18648 3.44827 -0.54991 -0.137
H -0.85452 -0.52441 -0.83241 0.401
H -1.00231 -0.73094 0.87242 0.384
H -1.01269 1.41679 0.17999 0.022
```

Computed properties:
- LUMO energy (alpha / beta) (Eh) = -0.04944 / -0.05112
- total charge = 0
- molecular weight (g mol⁻¹) = 165.0
- orbital gap (alpha / beta) (eV) = 7.20 / 7.01


Sorted by energy, starting with the most stable: iii, ii, iv, i.


i | C8H6 in the gas phase, computed with the ωB97M-V functional and the def2-TZVPD basis.

Geometry as XYZ:
```
14
Properties=species:S:1:pos:R:3:mulliken_charge:R:1
C 1.75573 -1.02310 -0.67307 -0.615
C 1.46287 -0.95656 0.67997 -0.601
C 0.27215 0.01876 0.79728 0.092
C -0.94146 0.10678 1.50389 -0.273
C -1.94159 0.82719 0.55998 -0.463
C -1.33453 0.89262 -0.59484 -0.323
C 0.01753 0.40240 -0.56913 0.364
C 0.80223 -0.28689 -1.49450 -0.311
H 2.40822 -1.77125 -1.14144 0.350
H 1.79471 -1.17098 1.58084 0.576
H -0.74687 -0.04175 2.57415 0.396
H -2.69430 1.66546 0.95046 0.222
H -1.51031 1.58056 -1.53194 0.254
H 0.65563 -0.24325 -2.64166 0.332
```

Computed properties:
- LUMO energy (Eh) = -0.03704
- total charge = 0
- molecular weight (g mol⁻¹) = 102.1
- orbital gap (eV) = 7.00
- SMILES string = C1=CC2=CC=CC2=C1


ii | C8H6 in the gas phase, computed with the ωB97M-V functional and the def2-TZVPD basis.

Geometry as XYZ:
```
14
Properties=species:S:1:pos:R:3:mulliken_charge:R:1
C -2.08070 -0.10083 0.00967 0.152
C -1.63347 1.19099 0.05175 -1.265
C -0.11317 0.82911 -0.10805 0.187
C 1.11665 1.33343 -0.05140 -0.034
C 2.16653 0.08301 0.18863 -0.367
C 1.38906 -1.10829 -0.01073 -0.662
C -0.00958 -0.63219 -0.23282 0.193
C -1.14990 -1.18848 -0.03733 -0.132
H -3.12069 -0.64809 0.03153 0.223
H -2.01667 2.16084 0.17302 0.408
H 1.81850 2.16849 -0.19882 0.337
H 3.27536 0.16404 -0.10676 0.286
H 1.93002 -1.97716 -0.02580 0.437
H -1.57195 -2.27485 0.31711 0.236
```

Computed properties:
- LUMO energy (Eh) = -0.02772
- total charge = 0
- molecular weight (g mol⁻¹) = 102.1
- orbital gap (eV) = 7.25
- SMILES string = C1=CC2=CC=CC2=C1


Sorted by energy, starting with the most stable: i, ii.


i | C6H7ClO in the gas phase, computed with the ωB97M-V functional and the def2-TZVPD basis.

Geometry as XYZ:
```
15
Properties=species:S:1:pos:R:3:mulliken_charge:R:1
C -0.06580 -1.47084 0.99028 -0.465
C 1.12915 -1.12831 1.41801 -0.524
C -1.06888 0.71342 0.03849 -0.670
C 0.32369 1.29606 -0.13173 -0.555
C -0.76307 -0.85320 -0.24930 0.252
C 0.96735 0.25555 -1.02898 0.028
O 0.07828 -0.71279 -1.26998 -0.366
Cl 1.76905 0.80308 -2.48635 -0.191
H -0.80257 -1.97952 1.50295 0.423
H 2.15813 -0.99214 1.16398 0.402
H -1.46011 0.87710 1.06726 0.324
H -1.73267 1.14307 -0.65203 0.359
H 0.29978 2.32918 -0.51171 0.374
H 0.76123 1.33379 0.79039 0.311
H -1.59356 -1.61447 -0.64127 0.299
```

Computed properties:
- LUMO energy (alpha / beta) (Eh) = 0.01299 / 0.00090
- total charge = 0
- molecular weight (g mol⁻¹) = 130.6
- orbital gap (alpha / beta) (eV) = 8.75 / 7.80


ii | C6H7ClO in the gas phase, computed with the ωB97M-V functional and the def2-TZVPD basis.

Geometry as XYZ:
```
15
Properties=species:S:1:pos:R:3:mulliken_charge:R:1
C -2.22771 -0.30407 -0.21959 -0.961
C -0.75300 0.27370 0.02319 0.863
C 0.25586 -0.47096 -0.81769 -0.463
C 2.24226 0.66835 -0.25870 -0.215
C 1.70474 0.43142 0.91616 -0.793
C 0.33257 -0.37329 0.85816 -0.062
H -2.87734 -0.29824 0.76875 0.283
H -3.01418 0.27099 -0.99616 0.267
H -2.02550 -1.43649 -0.33532 0.288
H -0.13056 -1.44776 -1.35933 0.172
H 3.15580 1.14422 -0.56085 0.420
H 2.25107 0.48396 1.72011 0.511
H 0.00073 -1.07356 1.70522 0.310
O 1.59339 0.06155 -1.25674 -0.378
Cl -0.50811 2.07016 -0.18720 -0.242
```

Computed properties:
- LUMO energy (Eh) = 0.03138
- total charge = 0
- molecular weight (g mol⁻¹) = 130.6
- orbital gap (eV) = 9.62
- SMILES string = C[C@@]1(Cl)[C@@H]2C=CO[C@@H]21


iii | C6H7ClO as an isolated structure, computed with the ωB97M-V functional and the def2-TZVPD basis.

Geometry as XYZ:
```
15
Properties=species:S:1:pos:R:3:mulliken_charge:R:1
C 2.24316 -0.89342 -0.17960 -0.753
C 0.78457 -0.95929 0.33384 0.577
C -0.08044 0.01780 -0.10210 0.538
C 0.22424 1.19627 -0.57651 -1.030
C -1.62117 -0.13746 0.14040 0.174
C -2.27017 0.85628 0.83202 -0.861
H 2.43213 0.45385 -0.17709 0.184
H 2.90498 -1.56006 0.50731 0.301
H 2.12156 -1.29954 -1.32389 0.247
H -0.75718 1.66072 -0.83041 0.412
H 1.14650 1.62532 -1.16628 0.308
H -1.56636 1.56961 1.33121 0.276
H -3.30849 0.95403 0.97067 0.342
O 0.30354 -1.99791 0.71239 -0.536
Cl -2.55686 -1.48620 -0.47194 -0.177
```

Computed properties:
- LUMO energy (Eh) = -0.00813
- total charge = 0
- molecular weight (g mol⁻¹) = 130.6
- orbital gap (eV) = 9.22


Sorted by energy, starting with the most stable: iii, ii, i.


i | A 2-piece molecular cluster, C11H15N overall, computed with the ωB97M-V functional and the def2-TZVPD basis.

Geometry as XYZ:
```
27
Properties=species:S:1:pos:R:3:mulliken_charge:R:1
C -2.79997 1.93899 0.22351 -1.307
C 0.61885 0.61955 -0.28187 -0.225
C -0.47638 0.91397 0.59088 0.890
C -1.45505 1.56825 -0.24741 0.586
C -0.96843 1.49276 -1.56484 -1.085
C 1.79852 0.04777 0.23421 -0.866
C 1.85487 -0.41551 1.56601 -0.622
C -0.39949 0.47481 1.88750 -0.416
C 0.73939 -0.17592 2.40466 -0.627
N 0.32271 1.02427 -1.54286 -0.024
H 0.79195 0.80593 -2.39617 0.213
H 2.63110 -0.11008 -0.45801 0.418
H -1.54956 1.75981 -2.43412 0.378
H 2.79341 -0.68812 2.03743 0.327
H -1.22152 0.55505 2.60967 0.218
H -3.22648 1.34269 1.04251 0.291
H -3.50491 2.14582 -0.58080 0.319
H 0.66929 -0.66434 3.38154 0.309
H -2.63914 2.92108 0.67957 0.266
C -0.22701 -3.05036 -1.32646 -0.882
C 1.31314 -2.96211 -1.14449 -0.379
H -0.35713 -3.73513 -2.20127 0.254
H -0.70031 -3.65953 -0.53462 0.256
H -0.74701 -2.09640 -1.37379 0.268
H 1.65738 -1.94519 -1.02102 -0.136
H 1.96223 -3.36862 -1.89492 0.424
H 1.47943 -3.40324 -0.15290 0.153
```

Computed properties:
- LUMO energy (alpha / beta) (Eh) = 0.14091 / 0.13765
- total charge = -1
- ⟨S²⟩ = 0.770
- multiplicity = 2
- molecular weight (g mol⁻¹) = 161.2
- orbital gap (alpha / beta) (eV) = 2.99 / 6.61


ii | A 2-piece molecular cluster, C11H15N overall, computed with the ωB97M-V functional and the def2-TZVPD basis.

Geometry as XYZ:
```
27
Properties=species:S:1:pos:R:3:mulliken_charge:R:1
C 0.99387 1.39951 1.74902 -0.634
C 1.42386 1.16027 3.21311 -0.860
H -0.02182 1.14306 1.42762 0.128
H 1.34198 2.34484 1.34423 0.422
H 1.38533 0.57603 1.12745 0.105
H 0.66156 1.30365 3.97711 0.264
H 2.28416 1.80102 3.39710 0.272
H 1.74369 0.12142 3.26470 0.256
C 1.70304 -0.75236 -2.59547 -1.223
C -1.51468 0.06246 -0.92359 -0.326
C -0.32352 -0.65112 -1.00551 1.298
C 0.40111 -0.14836 -2.16621 0.275
C -0.41369 0.82146 -2.72009 -0.962
C -2.48556 -0.14905 0.09002 -0.864
C -2.18152 -1.10574 1.05218 -0.552
C -0.00710 -1.60585 0.00626 -0.756
C -0.94589 -1.76996 1.03343 -0.430
N -1.61287 0.90470 -2.02371 0.026
H -2.42435 1.37717 -2.33513 0.155
H -3.36526 0.48651 0.07510 0.256
H -0.21245 1.25520 -3.69141 0.374
H -2.82477 -1.44829 1.85177 0.327
H 0.96082 -2.08600 0.10485 0.246
H 2.33181 0.06185 -2.97312 0.356
H 1.50346 -1.50430 -3.36034 0.245
H -0.65247 -2.47359 1.81062 0.312
H 2.25124 -1.12454 -1.73000 0.289
```

Computed properties:
- LUMO energy (alpha / beta) (Eh) = 0.14238 / 0.13921
- total charge = -1
- ⟨S²⟩ = 0.767
- multiplicity = 2
- molecular weight (g mol⁻¹) = 161.2
- orbital gap (alpha / beta) (eV) = 3.12 / 6.75


iii | A 2-piece molecular cluster, C11H15N overall, computed with the ωB97M-V functional and the def2-TZVPD basis.

Geometry as XYZ:
```
27
Properties=species:S:1:pos:R:3:mulliken_charge:R:1
C 0.28891 -2.13645 3.30404 -0.843
C -0.87934 -2.88844 2.63711 -0.735
H 0.91037 -1.69726 2.52669 0.266
H -0.08267 -1.52960 4.12528 0.274
H 0.91245 -2.84191 3.86241 0.262
H -1.28287 -2.23758 1.87204 0.146
H -0.49328 -3.77899 2.14572 0.227
H -1.67253 -3.14565 3.31372 0.358
C 1.95814 3.03259 -0.93613 -1.287
C -1.01601 0.89223 -1.47702 -0.090
C 0.34874 1.08484 -1.22967 1.253
C 0.60228 2.49290 -1.30036 0.492
C -0.59378 3.10414 -1.56089 -0.919
C -0.74617 -1.45748 -1.37732 -0.748
C -1.66665 -0.36422 -1.47186 -0.863
C 0.58326 -1.33368 -1.02043 -0.501
C 1.20449 -0.06562 -1.07670 -0.897
N -1.56634 2.13562 -1.72294 -0.046
H -1.10826 -2.47841 -1.51169 0.317
H -2.71160 -0.60096 -1.34860 0.235
H 1.18287 -2.23503 -0.91427 0.381
H 2.25559 0.10106 -0.84658 0.232
H -2.54946 2.32461 -1.66797 0.212
H -0.74695 4.16502 -1.72395 0.349
H 1.98293 4.11759 -1.05948 0.339
H 2.70190 2.61306 -1.62166 0.267
H 2.18398 2.72763 0.08050 0.315
```

Computed properties:
- LUMO energy (alpha / beta) (Eh) = 0.13724 / 0.13536
- total charge = -1
- ⟨S²⟩ = 0.767
- multiplicity = 2
- molecular weight (g mol⁻¹) = 161.2
- orbital gap (alpha / beta) (eV) = 3.13 / 6.43


Sorted by energy, starting with the most stable: iii, ii, i.


i | C3H5N in the gas phase, computed with the ωB97M-V functional and the def2-TZVPD basis.

Geometry as XYZ:
```
9
Properties=species:S:1:pos:R:3:mulliken_charge:R:1
C -0.10788 0.63241 -0.30731 0.332
C 0.16302 -0.35287 1.05732 -0.737
C -0.04163 -0.83241 -0.35108 -0.340
N -0.34246 1.79782 -0.61155 -0.534
H 1.18969 -0.12012 1.28841 0.218
H -0.30315 -0.47505 1.90631 0.351
H -0.92553 -1.32571 -0.59966 0.268
H 0.87784 -1.32087 -0.78437 0.187
H -0.50990 1.99680 -1.59807 0.255
```

Computed properties:
- LUMO energy (Eh) = 0.03919
- total charge = 0
- molecular weight (g mol⁻¹) = 55.1
- orbital gap (eV) = 9.47
- SMILES string = N=C1CC1


ii | C3H5N in the gas phase, computed with the ωB97M-V functional and the def2-TZVPD basis.

Geometry as XYZ:
```
9
Properties=species:S:1:pos:R:3:mulliken_charge:R:1
C -0.88377 -0.68515 -0.56450 -0.164
C 0.37116 0.25470 -0.60762 -0.399
C 0.37177 0.20295 0.89947 -0.323
N -1.06664 -0.72198 0.73812 -0.463
H -1.60248 -1.02058 -1.23433 0.390
H 1.30704 -0.21667 -0.98895 0.204
H 0.38780 1.28084 -0.98379 0.257
H 1.21458 -0.24903 1.46062 0.279
H -0.09946 1.15492 1.28097 0.218
```

Computed properties:
- LUMO energy (Eh) = 0.04201
- total charge = 0
- molecular weight (g mol⁻¹) = 55.1
- orbital gap (eV) = 10.65
- SMILES string = C1=NCC1


Sorted by energy, starting with the most stable: ii, i.


i | C3H5N as an isolated structure, computed with the ωB97M-V functional and the def2-TZVPD basis.

Geometry as XYZ:
```
9
Properties=species:S:1:pos:R:3:mulliken_charge:R:1
C 0.36244 0.30163 -0.51349 0.097
C 1.58413 0.01595 0.25581 -0.779
C -1.09324 -0.58648 0.49053 -0.233
N -0.98718 0.47364 -0.35313 -0.396
H 0.50425 0.50714 -1.58114 0.334
H 1.50290 -0.56839 1.15932 0.201
H 2.59013 0.14507 -0.18611 0.236
H -1.95876 -1.19280 0.07169 0.250
H -0.84824 -0.59310 1.61110 0.290
```

Computed properties:
- LUMO energy (Eh) = -0.02738
- total charge = 0
- molecular weight (g mol⁻¹) = 55.1
- orbital gap (eV) = 7.14


ii | C3H5N in the gas phase, computed with the ωB97M-V functional and the def2-TZVPD basis.

Geometry as XYZ:
```
9
Properties=species:S:1:pos:R:3:mulliken_charge:R:1
C 1.49284 -0.48841 0.00378 -0.899
C 0.50267 0.73616 -0.00386 -0.205
C -0.87187 0.13404 -0.01060 0.193
H 1.11913 -1.46408 -0.58255 0.275
H 2.50104 -0.31162 -0.54456 0.275
H 1.66394 -0.79061 1.11782 0.254
H 0.59330 1.21102 0.90120 0.206
H 0.71556 1.56018 -0.77668 0.270
N -1.90498 -0.35652 -0.00730 -0.369
```

Computed properties:
- LUMO energy (Eh) = 0.03088
- total charge = 0
- molecular weight (g mol⁻¹) = 55.1
- orbital gap (eV) = 12.54
- SMILES string = CCC#N


Sorted by energy, starting with the most stable: ii, i.